# 1
A single C2H3Br2NO2 molecule in a non-equilibrium geometry. Source: OMol25; level of theory: ωB97M-V with the def2-TZVPD basis set.

```
10
Properties=species:S:1:pos:R:3
O -1.9892 1.5007 1.3671
N -1.6148 0.8821 0.4055
O -1.6641 1.2607 -0.7226
C -0.7971 -0.3278 0.6779
Br -2.1096 -1.9069 0.1817
C 0.3158 -0.2655 -0.2900
Br 1.7355 -1.5454 0.0681
H -0.4769 -0.5504 1.6308
H 0.7536 0.7838 -0.1981
H -0.0891 -0.4594 -1.2178
```

Computed properties:
Kohn-Sham gap   9.9 eV
Largest force on an atom   4.04 eV/Å
SMILES   O=[N+]([O-])[C@@H](Br)CBr
Lowest unoccupied orbital energy   -1.1 eV
Energy relative to the best compared isomer or geometry (same formula, charge and spin)   20.1 kcal/mol

# 2
A 8-piece molecular cluster, C7H28F2N15O11S2 overall in a non-equilibrium geometry. Source: OMol25; level of theory: ωB97M-V with the def2-TZVPD basis set.

```
65
Properties=species:S:1:pos:R:3
N 15.6728 -15.1199 -7.9642
S 16.0459 -15.0557 -9.4027
O 16.5414 -13.7671 -9.8567
O 15.3030 -15.9577 -10.2771
F 17.4433 -15.7601 -9.1920
S 14.5029 -13.8791 -8.0526
O 13.6427 -13.9178 -9.2415
O 14.9162 -12.5499 -7.5474
F 13.5459 -14.3445 -6.8625
C 10.8595 -12.0597 -8.6738
O 11.1841 -12.1898 -7.5247
N 11.4908 -12.5619 -9.7222
N 9.6833 -11.5260 -9.1393
H 11.0590 -12.5151 -10.6341
H 12.2743 -13.1455 -9.4660
H 9.1219 -11.0286 -8.4629
H 9.6021 -11.4345 -10.1418
C 17.7633 -18.1650 -11.2979
O 17.6120 -17.1041 -11.8592
N 18.8662 -18.9362 -11.3648
N 16.7408 -18.7308 -10.7317
H 19.6388 -18.5828 -11.9109
H 18.8535 -19.8372 -10.9086
H 15.9102 -18.1588 -10.7859
H 16.8975 -19.3496 -9.9491
C 17.4389 -9.8781 -7.8893
O 18.0855 -8.9104 -8.2098
N 16.3802 -9.8166 -7.1166
N 17.6012 -11.0827 -8.3857
H 16.0444 -8.9185 -6.7992
H 15.8799 -10.6860 -6.9989
H 18.3741 -11.2125 -9.0227
H 17.0509 -11.8359 -7.9984
C 20.5994 -14.3001 -11.4550
O 20.7913 -13.2557 -10.8860
N 21.2654 -14.7930 -12.4799
N 19.6269 -15.0974 -11.2035
H 22.1101 -14.2413 -12.5273
H 21.1153 -15.7621 -12.7215
H 19.0406 -14.8770 -10.4111
H 19.4260 -15.8682 -11.8244
C 15.7208 -19.0932 -7.5450
O 16.6562 -18.5480 -6.9334
N 14.7882 -18.4003 -8.0430
N 15.7160 -20.2964 -8.0323
H 14.2257 -18.7939 -8.7839
H 14.7563 -17.4113 -7.8408
H 16.5389 -20.8675 -7.9025
H 15.0449 -20.4729 -8.7662
C 11.6846 -12.1507 -3.8253
O 11.7999 -12.0694 -2.6100
N 10.8154 -11.4863 -4.5540
N 12.6484 -12.7444 -4.4827
H 10.2635 -10.8165 -4.0373
H 10.8974 -11.5965 -5.5546
H 13.4012 -13.2563 -4.0453
H 12.5364 -12.7123 -5.4860
C 15.7092 -14.5467 -13.7872
O 15.0027 -13.7880 -14.4221
N 15.2960 -15.7832 -13.4171
N 16.8955 -14.3830 -13.4730
H 14.4163 -16.1622 -13.7377
H 15.9870 -16.3819 -12.9880
H 17.4247 -15.0928 -12.9869
H 17.3887 -13.6968 -14.0262
```

Computed properties:
Kohn-Sham gap   8.5 eV
Largest force on an atom   8.58 eV/Å
Total charge   -1
Lowest unoccupied orbital energy   1.7 eV
Energy relative to the best compared isomer or geometry (same formula, charge and spin)   88.9 kcal/mol

# 3
C33H37CdN5O4SSe as an isolated structure. Source: OMol25; level of theory: ωB97M-V with the def2-TZVPD basis set.

```
82
Properties=species:S:1:pos:R:3
Cd 0.7061 -0.2322 0.2307
C 3.7308 -0.8752 -1.1998
N 2.6151 -0.6957 -2.1284
C 2.3249 -1.9781 -2.7548
C 0.9397 -2.1973 -3.3643
C -0.2363 -1.9020 -2.4189
N 0.1520 -2.1496 -1.0465
C -0.1101 -3.2834 -0.5295
C 0.3465 -3.7672 0.7551
C -0.1737 -4.9866 1.2104
C 0.2294 -5.5655 2.3921
C 1.2076 -4.9002 3.1516
C 1.7526 -3.7143 2.7348
C 1.3549 -3.0787 1.5147
O 1.9031 -1.9920 1.1450
C 2.9571 0.3589 -3.0716
C 1.8137 1.0969 -3.7619
C 1.0244 2.0478 -2.8578
N -0.0402 1.3739 -2.1444
C -1.2243 1.7304 -2.4434
C -2.4757 1.1992 -1.9325
C -3.6436 1.6025 -2.5977
C -4.9006 1.1911 -2.2149
C -5.0024 0.3465 -1.0951
C -3.8864 -0.0688 -0.4189
C -2.5606 0.3317 -0.7913
O -1.5678 -0.0443 -0.1009
H 4.6479 -1.1945 -1.7310
H 3.4671 -1.6159 -0.4464
H 3.9241 0.0652 -0.6847
H 2.4456 -2.7305 -1.9745
H 3.0858 -2.2006 -3.5299
H 0.9152 -3.2582 -3.6419
H 0.8061 -1.6378 -4.2932
H -1.1011 -2.5158 -2.7079
H -0.5203 -0.8557 -2.4950
H -0.7230 -3.9961 -1.1061
H -0.9259 -5.4779 0.5982
H -0.1968 -6.5016 2.7299
H 1.5366 -5.3320 4.0920
H 2.4981 -3.1955 3.3255
H 3.6470 -0.0446 -3.8411
H 3.5164 1.1116 -2.5107
H 1.1222 0.4155 -4.2605
H 2.2768 1.6980 -4.5534
H 0.6126 2.8646 -3.4753
H 1.7092 2.4923 -2.1300
H -1.3617 2.5232 -3.2025
H -3.5334 2.2740 -3.4470
H -5.7843 1.5252 -2.7443
H -5.9790 0.0418 -0.7363
H -3.9707 -0.6926 0.4633
O 0.3825 1.2962 4.3510
C 0.8400 0.8288 3.2960
O 0.1683 0.2131 2.4156
C 2.3451 0.9758 3.0824
C 3.1540 0.6515 4.1680
C 4.5357 0.7410 4.1077
C 5.1279 1.1969 2.9363
C 4.3353 1.5407 1.8544
C 2.9382 1.4304 1.8910
S 2.0329 1.9135 0.4473
H 2.6608 0.3349 5.0790
H 5.1413 0.4672 4.9644
H 6.2071 1.2848 2.8626
H 4.7908 1.9036 0.9400
C -4.6373 4.1467 -0.0013
N -3.7195 3.3629 0.7908
C -2.3398 3.3470 0.6480
C -1.8637 2.4461 1.5266
N -2.9523 1.9201 2.1922
C -2.8417 0.8650 3.1879
C -4.0952 2.4766 1.7402
Se -5.8444 2.1659 2.2767
H -4.0580 4.8657 -0.5794
H -5.3395 4.6641 0.6511
H -5.1973 3.5003 -0.6769
H -1.8313 3.9490 -0.0828
H -0.8670 2.0843 1.7193
H -1.9756 1.0594 3.8177
H -2.6808 -0.0839 2.6772
H -3.7673 0.8425 3.7580
```

Computed properties:
Kohn-Sham gap   6.6 eV
Largest force on an atom   0.22 eV/Å
Total charge   -2
Lowest unoccupied orbital energy   4.4 eV
Energy relative to the best compared isomer or geometry (same formula, charge and spin)   0.0 kcal/mol

# 4
C13H18ClIrN4O4 as an isolated structure in a non-equilibrium geometry. Source: OMol25; level of theory: ωB97M-V with the def2-TZVPD basis set.

```
41
Properties=species:S:1:pos:R:3
Ir -0.2470 -0.1640 -0.3298
Cl 5.7091 3.8420 -0.0732
C 4.5305 2.6594 -0.1858
C 4.8696 1.3476 -0.6039
C 3.9107 0.3873 -0.6722
C 2.5440 0.6791 -0.3360
O 1.7027 -0.2707 -0.3868
C 2.2014 2.0259 0.0648
C 0.8624 2.4169 0.4057
O -0.1538 1.6915 0.3830
C 3.1933 2.9830 0.1399
H 5.8967 1.1294 -0.8663
H 4.1406 -0.6208 -0.9910
H 0.7026 3.4499 0.7206
H 2.9643 3.9967 0.4477
N -2.2547 0.4483 -0.1057
C -2.6179 -0.6864 -0.7080
C -3.5301 -1.7500 -0.2360
C -3.9502 -2.0086 1.2125
C -3.0628 -2.9354 2.0461
N -1.8160 -2.3781 2.5703
C -1.7276 -1.5395 3.6057
N -0.5439 -0.9789 3.9031
N -2.8093 -1.2026 4.2979
C -0.4984 -3.0285 -1.7956
O -1.0848 -3.8622 -2.3103
O 0.0467 -2.1286 -1.2692
H -2.5488 0.6557 0.8475
H -2.2658 1.3071 -0.6589
H -2.4812 -0.6507 -1.7859
H -3.2525 -2.6887 -0.7263
H -4.4162 -1.4345 -0.8201
H -4.9014 -2.5381 1.1226
H -4.2014 -1.0882 1.7476
H -2.8003 -3.8178 1.4636
H -3.6479 -3.3153 2.8870
H -0.9460 -2.7092 2.1855
H 0.2938 -1.4300 3.5640
H -0.4206 -0.6216 4.8419
H -3.6853 -1.6844 4.1778
H -2.7296 -0.6264 5.1225
```

Computed properties:
Multiplicity   2
Kohn-Sham gap (alpha / beta)   7.8 / 6.0 eV
Largest force on an atom   1.47 eV/Å
Total charge   +3
Lowest unoccupied orbital energy (alpha / beta)   -9.8 / -11.9 eV